{
  "formula": "C33H39BN3O2S",
  "method": "ωB97M-V with the def2-TZVPD basis set",
  "species": ["O", "B", "O", "N", "C", "N", "C", "C", "N", "S", "H", "H", "H", "H", "H", "H", "H", "H", "H", "C", "C", "C", "C", "C", "C", "H", "H", "H", "H", "H", "H", "C", "C", "C", "C", "C", "C", "H", "H", "H", "H", "H", "H", "C", "C", "C", "C", "C", "C", "H", "H", "H", "H", "H", "H", "C", "C", "C", "C", "C", "C", "H", "H", "H", "H", "H", "H", "C", "C", "C", "C", "C", "C", "H", "H", "H", "H", "H", "H"],
  "xyz": [[1.328, -3.480, 2.450], [0.036, -3.582, 2.992], [-0.366, -2.792, 4.097], [-0.939, -4.546, 2.356], [-1.978, -4.105, 1.705], [-2.471, -2.817, 1.452], [-3.923, -2.858, 1.778], [-4.216, -4.405, 1.635], [-2.961, -4.997, 1.056], [-2.913, -4.594, -0.675], [1.406, -4.245, 1.859], [-0.885, -2.045, 3.768], [-0.784, -5.557, 2.399], [-1.957, -2.001, 1.779], [-4.155, -2.390, 2.759], [-4.473, -2.353, 0.950], [-4.313, -4.934, 2.623], [-5.176, -4.660, 1.140], [-1.841, -3.775, -0.934], [-5.408, -0.087, -1.451], [-6.100, 0.808, -2.258], [-6.502, 0.427, -3.533], [-6.220, -0.852, -3.998], [-5.531, -1.749, -3.190], [-5.122, -1.365, -1.919], [-5.092, 0.212, -0.458], [-6.326, 1.803, -1.894], [-7.035, 1.128, -4.164], [-6.537, -1.150, -4.990], [-5.313, -2.747, -3.552], [-4.579, -2.063, -1.291], [3.149, 1.462, 1.511], [2.920, 0.125, 1.816], [1.771, -0.243, 2.505], [0.845, 0.725, 2.880], [1.072, 2.061, 2.570], [2.226, 2.430, 1.890], [4.047, 1.749, 0.977], [3.639, -0.629, 1.519], [1.596, -1.283, 2.749], [-0.055, 0.438, 3.414], [0.350, 2.815, 2.861], [2.406, 3.471, 1.654], [8.210, 2.669, -2.047], [7.167, 1.768, -2.226], [6.619, 1.113, -1.131], [7.108, 1.365, 0.146], [8.148, 2.269, 0.326], [8.702, 2.918, -0.771], [8.640, 3.178, -2.902], [6.782, 1.577, -3.221], [5.810, 0.405, -1.271], [6.677, 0.857, 1.002], [8.528, 2.467, 1.322], [9.517, 3.618, -0.631], [-10.974, 2.699, -7.462], [-9.897, 1.837, -7.295], [-9.474, 1.493, -6.017], [-10.133, 2.004, -4.905], [-11.212, 2.864, -5.072], [-11.630, 3.215, -6.350], [-11.302, 2.970, -8.458], [-9.387, 1.433, -8.161], [-8.630, 0.825, -5.887], [-9.806, 1.732, -3.908], [-11.728, 3.261, -4.206], [-12.468, 3.889, -6.480], [11.338, 1.139, 4.184], [11.125, 1.294, 5.549], [9.879, 1.012, 6.095], [8.847, 0.565, 5.278], [9.061, 0.406, 3.914], [10.305, 0.697, 3.366], [12.308, 1.363, 3.758], [11.931, 1.637, 6.187], [9.712, 1.139, 7.158], [7.877, 0.340, 5.705], [8.257, 0.055, 3.277], [10.469, 0.578, 2.301]],
  "total_charge": 1,
  "homo_energy_ev": -10.52
}



{
  "formula": "C3H5N3OS2",
  "method": "ωB97M-V with the def2-TZVPD basis set",
  "species": ["C", "C", "S", "C", "N", "O", "H", "H", "H", "H", "H", "N", "N", "S"],
  "xyz": [[-0.596, -1.584, 0.683], [-0.187, -0.283, 0.715], [-1.136, 1.074, 1.239], [1.320, -0.136, 0.251], [1.597, 1.112, -0.103], [2.142, -0.916, 0.522], [0.014, -2.372, 0.440], [-1.629, -1.840, 0.977], [0.015, 1.817, 1.604], [0.764, 1.764, -0.113], [2.483, 1.536, -0.341], [-0.491, -0.523, -1.563], [-1.498, -0.160, -1.982], [-2.798, 0.512, -2.332]],
  "total_charge": 0,
  "smiles": "C=C(S)C(N)=O.N#[N+][S-]",
  "homo_energy_ev": -8.60
}



{
  "formula": "C24H50N7O7P3S2V",
  "method": "ωB97M-V with the def2-TZVPD basis set",
  "species": ["V", "C", "S", "C", "S", "N", "N", "C", "C", "C", "C", "C", "C", "N", "H", "H", "H", "H", "H", "H", "H", "H", "C", "N", "C", "P", "O", "O", "P", "O", "N", "C", "C", "N", "C", "C", "N", "C", "C", "H", "H", "H", "H", "H", "H", "H", "H", "H", "H", "H", "H", "H", "H", "H", "H", "H", "H", "H", "H", "H", "H", "H", "H", "C", "C", "C", "C", "O", "P", "O", "O", "O", "C", "C", "C", "C", "H", "H", "H", "H", "H", "H", "H", "H", "H", "H", "H", "H", "H", "H", "H", "H", "H", "H"],
  "xyz": [[0.857, -0.013, -0.004], [-0.138, 5.887, 0.251], [-0.453, 4.535, 1.385], [0.832, 3.353, 1.000], [1.862, 3.444, -0.319], [0.744, 2.384, 1.884], [1.369, 1.209, 1.492], [2.145, 0.708, 2.404], [2.605, -0.643, 2.173], [3.548, -1.314, 2.944], [3.946, -2.578, 2.576], [3.406, -3.160, 1.426], [2.475, -2.452, 0.714], [2.052, -1.222, 1.082], [-1.069, 6.450, 0.178], [0.139, 5.487, -0.721], [0.659, 6.533, 0.615], [2.379, 1.288, 3.287], [3.966, -0.819, 3.812], [4.687, -3.109, 3.162], [3.710, -4.143, 1.091], [2.033, -2.847, -0.188], [-4.933, 0.417, 0.903], [-3.519, 0.595, 0.588], [-3.162, 1.927, 0.051], [-2.384, -0.278, 1.350], [-1.060, 0.088, 0.820], [-2.841, -1.790, 1.020], [-1.868, -3.039, 0.683], [-0.580, -2.734, 0.021], [-2.856, -3.904, -0.287], [-4.287, -4.080, -0.076], [-2.281, -4.757, -1.333], [-1.636, -3.698, 2.162], [-2.751, -4.192, 2.960], [-0.326, -4.193, 2.578], [-2.405, -0.227, 2.974], [-3.543, -0.728, 3.742], [-1.660, 0.860, 3.641], [-5.525, 0.632, 0.012], [-5.265, 1.088, 1.702], [-5.146, -0.611, 1.197], [-3.757, 2.099, -0.847], [-2.111, 1.968, -0.223], [-3.365, 2.725, 0.770], [-4.685, -3.319, 0.591], [-4.520, -5.067, 0.335], [-4.809, -3.978, -1.031], [-1.204, -4.629, -1.390], [-2.705, -4.488, -2.302], [-2.503, -5.810, -1.140], [-3.686, -3.714, 2.677], [-2.574, -3.969, 4.014], [-2.875, -5.275, 2.857], [0.450, -3.773, 1.948], [-0.273, -5.286, 2.524], [-0.134, -3.891, 3.610], [-4.076, -1.504, 3.195], [-4.248, 0.072, 3.991], [-3.185, -1.164, 4.678], [-0.901, 1.289, 2.983], [-1.168, 0.462, 4.531], [-2.339, 1.660, 3.947], [-1.389, -0.967, -3.476], [-0.007, -1.188, -4.076], [0.658, -2.430, -3.500], [-0.092, -1.269, -5.585], [0.852, -0.022, -3.846], [1.206, 0.663, -2.466], [-0.004, 1.080, -1.664], [2.017, -0.305, -1.588], [2.026, 1.893, -2.940], [3.295, 1.996, -3.660], [3.006, 1.921, -5.150], [4.252, 0.903, -3.226], [3.819, 3.363, -3.273], [-2.057, -1.750, -3.844], [-1.784, 0.007, -3.771], [-1.377, -1.009, -2.388], [0.089, -3.317, -3.796], [0.699, -2.387, -2.412], [1.678, -2.526, -3.881], [-0.714, -2.117, -5.879], [0.905, -1.397, -6.016], [-0.525, -0.351, -5.989], [2.604, 0.944, -5.427], [3.931, 2.095, -5.707], [2.277, 2.685, -5.432], [3.897, -0.089, -3.517], [4.384, 0.913, -2.143], [5.217, 1.084, -3.706], [3.052, 4.120, -3.445], [4.702, 3.604, -3.871], [4.082, 3.386, -2.214]],
  "spin_multiplicity": 4,
  "total_charge": 0,
  "homo_energy_ev": [-6.20, -6.64],
  "s_squared": 3.77
}



Number 1: total energy -54924.860 eV. Number 2: total energy -31377.602 eV. Number 3: total energy -125697.417 eV.